(1)
# C29H46P2Yb

C29H46P2Yb as an isolated structure at a distorted geometry (ωB97M-V/def2-TZVPD, OMol25).

Properties
Expectation value of S²: 0.868
Total charge: +1
Kohn-Sham gap (alpha / beta): 0.1329 / 0.1133 hartree
Energy above the lowest of the compared OMol25 structures with the same formula, charge and spin: 6.6458 eV
Multiplicity: 2

Last column: Mulliken spin population.
Element x y z (Å)
Yb: -1.0356 1.4745 -0.4281  0.0610
C: -2.1362 -0.4905 2.3146  0.0148
C: -1.0684 0.2203 2.9168  0.0046
C: -2.7238 1.7394 2.3623  0.0058
C: -3.1701 0.4351 2.0000  -0.0170
C: -1.4550 1.5879 2.9959  -0.0006
C: -2.2167 -1.9513 2.0583  -0.0012
H: -2.4320 -2.1241 0.9875  0.0064
H: -3.0123 -2.4744 2.6145  0.0006
H: -1.2780 -2.4660 2.2978  -0.0004
C: -4.4759 0.0912 1.4173  -0.0021
H: -4.8645 -0.8590 1.8252  0.0004
H: -4.3731 -0.0158 0.3228  -0.0002
H: -5.2245 0.8726 1.6133  0.0004
C: -3.5274 2.9737 2.2284  -0.0068
H: -4.5804 2.7751 2.4789  -0.0004
H: -3.5311 3.3909 1.2068  0.0041
H: -3.1756 3.7580 2.9079  0.0007
C: -0.7722 2.5907 3.8447  0.0022
H: -1.4919 3.3123 4.2279  -0.0002
H: 0.0537 3.1409 3.3789  0.0000
H: -0.3422 2.0522 4.7042  0.0001
C: 0.1801 -0.3549 3.4819  0.0021
H: 0.3102 -0.0513 4.5352  0.0002
H: 1.0761 -0.0349 2.9183  0.0011
H: 0.1483 -1.4509 3.4507  0.0003
C: 0.6195 -4.3016 -1.2852  0.0131
C: 1.7731 -4.8237 -0.8619  -0.0002
C: 3.0421 -4.0646 -0.5942  -0.0136
C: 3.3420 -2.8959 -1.5839  -0.0071
C: 2.9585 -1.4874 -0.9754  0.0626
C: 2.1447 -1.9599 0.1635  -0.2704
C: 0.7107 -2.0786 -0.0351  -0.0991
C: 0.3589 -2.8267 -1.3745  -0.0091
H: 3.8877 -4.7572 -0.6482  -0.0066
H: 2.8461 -3.0790 -2.5508  -0.0042
H: 3.0375 -3.7284 0.4516  -0.0013
H: 0.9556 -2.4230 -2.2052  -0.0107
H: -0.2099 -4.9555 -1.6122  -0.0006
H: 1.8358 -5.8959 -0.6407  0.0008
H: -0.6924 -2.6241 -1.6571  -0.0011
H: 0.2721 -2.6096 0.8288  -0.0172
H: 2.5399 -1.8407 1.1757  0.0003
H: 0.1687 -1.0954 -0.0287  0.1365
H: 4.4261 -2.8985 -1.7975  0.0010
H: 3.8954 -1.0663 -0.6201  0.0074
P: 2.3944 -0.0992 -2.1489  -0.0295
C: 1.7662 -0.7377 -3.7182  0.0233
C: 4.0259 0.6481 -2.5464  0.0013
P: 1.3362 1.0717 0.4346  0.0557
C: 1.4415 1.2200 -1.4400  0.0109
C: 3.0934 1.2328 0.9448  0.0174
C: 0.7000 2.7649 0.7179  0.0295
H: 0.6686 -0.7473 -3.7944  -0.0169
H: 2.1508 -1.7481 -3.9369  0.0037
H: 2.1243 -0.0676 -4.5140  0.0005
H: 4.0805 0.8465 -3.6286  -0.0004
H: 4.8594 -0.0154 -2.2552  -0.0001
H: 4.1625 1.6225 -2.0463  -0.0004
H: 1.5911 3.2752 1.1097  0.0053
H: -0.1104 2.7853 1.4613  -0.0171
H: 0.3907 3.2668 -0.2282  0.0047
H: 0.4719 1.2366 -1.9886  0.0482
H: 1.9353 2.1781 -1.6788  0.0136
H: 3.1952 1.6052 1.9745  0.0006
H: 3.6367 1.9436 0.3052  -0.0017
H: 3.6149 0.2683 0.8995  0.0016
C: -3.7748 1.5876 -1.6144  0.0172
C: -3.2607 2.8560 -1.3586  0.0496
C: -2.0228 3.2609 -1.9733  -0.0499
C: -1.3833 2.2604 -2.6322  0.8426
C: -1.8254 1.0098 -2.9411  0.0193
C: -3.0244 0.6064 -2.2615  0.0489
H: -4.8309 1.3839 -1.3525  0.0034
H: -3.8390 3.5784 -0.7760  -0.0027
H: -1.6501 4.2747 -1.8405  0.0349
H: -1.3285 0.3392 -3.6474  0.0287
H: -3.3829 -0.4374 -2.3363  0.0017


(2)
# C39H51MoNO4P2S4Sb

C39H51MoNO4P2S4Sb as an isolated structure (ωB97M-V/def2-TZVPD, OMol25).

Properties
Expectation value of S²: 0.758
Kohn-Sham gap (alpha / beta): 0.2419 / 0.2309 hartree
Energy above the lowest of the compared OMol25 structures with the same formula, charge and spin: 0.4141 eV
Multiplicity: 2

Last column: Mulliken spin population.
Element x y z (Å)
Mo: 0.5062 -1.4305 -0.3238  1.0056
C: 5.6914 0.3169 1.5661  -0.0007
C: 4.2871 0.1623 2.0978  -0.0020
O: 4.0198 -1.2313 2.3670  0.0012
P: 3.0179 -2.0879 1.4730  0.0111
S: 1.0980 -1.8567 2.0768  -0.0273
S: 3.0809 -1.6819 -0.4653  -0.0114
O: 3.5540 -3.5461 1.7730  0.0019
C: 3.4024 -4.1078 3.0963  -0.0003
C: 2.4313 -5.2610 3.0438  -0.0002
H: 5.9064 1.3729 1.3983  -0.0002
H: 5.7924 -0.2103 0.6182  0.0005
H: 6.4221 -0.0797 2.2699  -0.0001
H: 3.5519 0.5406 1.3864  0.0004
H: 4.1508 0.6821 3.0478  -0.0003
H: 3.0638 -3.3350 3.7909  0.0008
H: 4.3997 -4.4241 3.4051  0.0000
H: 1.4620 -4.9188 2.6839  0.0000
H: 2.3087 -5.6913 4.0386  0.0001
H: 2.7995 -6.0377 2.3740  0.0000
S: 0.7152 -0.0652 -2.4931  -0.0164
C: 1.4640 -1.0882 -3.5860  0.0044
N: 1.9768 -1.7506 -4.3827  -0.0028
C: -4.5085 -0.8640 -1.7833  0.0011
C: -2.9884 -0.7962 -1.5933  -0.0290
C: -2.3766 -1.5523 -2.7843  0.0056
C: -2.5925 0.6840 -1.6134  0.0192
P: -2.1639 -1.5479 -0.0692  0.0244
C: -2.9356 -3.2302 0.0154  0.0025
C: -2.1704 -4.3871 -0.0542  -0.0201
C: -2.7397 -5.6523 0.0148  -0.0015
C: -4.1062 -5.7957 0.1659  -0.0006
C: -4.8919 -4.6567 0.2611  0.0011
C: -4.3146 -3.4001 0.1897  -0.0003
C: -2.8303 -0.7767 1.5418  -0.0334
C: -2.7311 -1.8634 2.6207  0.0073
C: -4.2583 -0.2137 1.5230  -0.0008
C: -1.9377 0.3887 1.9791  0.0301
H: -4.7325 -0.4057 -2.7509  -0.0002
H: -5.0676 -0.3156 -1.0302  -0.0002
H: -4.8745 -1.8844 -1.8326  -0.0002
H: -2.6417 -1.0292 -3.7063  0.0001
H: -2.7795 -2.5659 -2.8429  0.0007
H: -1.2922 -1.6107 -2.7364  -0.0011
H: -2.9271 1.1301 -2.5548  -0.0009
H: -1.5161 0.8267 -1.5452  0.0019
H: -3.0670 1.2272 -0.7951  -0.0011
H: -1.0981 -4.3244 -0.1371  -0.0035
H: -2.0994 -6.5227 -0.0428  0.0000
H: -4.5551 -6.7784 0.2206  -0.0001
H: -5.9621 -4.7425 0.3959  0.0001
H: -4.9623 -2.5516 0.2813  -0.0009
H: -3.5106 -2.6191 2.5239  0.0003
H: -2.8299 -1.3905 3.6006  0.0000
H: -1.7627 -2.3693 2.5921  -0.0010
H: -5.0269 -0.9280 1.2546  0.0001
H: -4.3404 0.6513 0.8662  0.0001
H: -4.4885 0.1308 2.5350  -0.0001
H: -0.9331 0.0573 2.2251  -0.0036
H: -2.3735 0.8320 2.8780  -0.0007
H: -1.8599 1.1723 1.2214  -0.0027
S: 1.0275 0.8403 0.6549  0.0327
Sb: 1.0616 2.8073 -0.5849  0.0035
C: -0.6836 3.8248 0.0352  0.0033
C: -1.8241 3.9115 -0.7502  -0.0009
C: -2.9903 4.4489 -0.2262  -0.0006
C: -3.0229 4.8976 1.0869  0.0014
C: -1.8855 4.8102 1.8764  0.0000
C: -0.7202 4.2713 1.3528  -0.0004
C: 2.6179 3.8350 0.3888  0.0031
C: 2.9602 3.4728 1.6869  -0.0035
C: 3.9770 4.1454 2.3479  0.0003
C: 4.6551 5.1749 1.7103  -0.0001
C: 4.3160 5.5327 0.4129  0.0002
C: 3.2961 4.8650 -0.2499  -0.0008
C: 1.3581 3.4290 -2.6034  0.0036
C: 0.6277 4.5166 -3.0603  -0.0008
C: 0.8482 5.0069 -4.3418  0.0007
C: 1.8066 4.4189 -5.1531  -0.0010
C: 2.5502 3.3444 -4.6809  0.0007
C: 2.3271 2.8486 -3.4080  -0.0008
H: -1.8218 3.5472 -1.7719  0.0001
H: -3.8754 4.5096 -0.8453  0.0000
H: -3.9344 5.3134 1.4947  0.0000
H: -1.9055 5.1563 2.9011  0.0000
H: 0.1586 4.1982 1.9838  -0.0020
H: 2.4418 2.6542 2.1757  0.0013
H: 4.2419 3.8616 3.3580  -0.0001
H: 5.4518 5.6969 2.2237  0.0000
H: 4.8477 6.3300 -0.0890  0.0000
H: 3.0446 5.1464 -1.2662  0.0001
H: -0.1055 5.0032 -2.4280  0.0004
H: 0.2712 5.8494 -4.6983  0.0001
H: 1.9759 4.7959 -6.1527  -0.0002
H: 3.2998 2.8812 -5.3076  0.0002
H: 2.8938 1.9954 -3.0570  0.0021
C: 1.3555 -5.5396 -1.1079  -0.0009
O: 1.0707 -4.5896 -0.0547  -0.0076
C: 0.6864 -3.4088 -0.4561  -0.0288
O: 0.4668 -3.0902 -1.6402  0.0377
H: 1.8444 -6.3765 -0.6198  0.0004
H: 2.0081 -5.0785 -1.8472  -0.0002
H: 0.4248 -5.8542 -1.5801  -0.0003